Computed, not measured: one molecule with the formula C9H12O3S, with ωB97M-V with the def2-TZVPD basis set.

The geometry in ORCA input format:
```
! RIJCOSX wB97M-V def2-TZVPD def2/J DEFGRID3
* xyz 0 1
C -1.195 0.455 2.324
C -0.951 0.008 0.935
C 0.113 -1.173 0.676
C 1.427 -0.329 0.730
C 0.943 0.539 -0.348
C 1.810 0.617 -1.586
C 0.444 -0.394 -1.444
C 0.124 -1.689 -0.839
S -1.024 0.398 -2.091
O -2.129 -0.387 -1.694
O -0.917 0.925 -3.418
O -0.877 1.660 -1.035
C -0.223 1.220 0.096
H -0.373 1.002 2.797
H -1.464 -0.320 3.112
H -2.002 1.254 2.325
H -1.862 -0.254 0.404
H -0.069 -1.954 1.398
H 1.502 0.271 1.667
H 2.243 -1.050 0.530
H 1.782 1.523 -2.229
H 2.733 0.207 -1.257
H 0.969 -2.411 -0.840
H -0.854 -2.207 -1.084
H -0.147 2.087 0.871
*
```

SMILES string	C[C@@H]1[C@@H]2C[C@@]34C[C@@]3(C2)S(=O)(=O)O[C@@H]14
relative energy (zero: lowest compared OMol25 entry of this formula, charge and spin)	299.9	kJ/mol
HOMO-LUMO gap	10.6	eV

Computed, not measured: one molecule with the formula C9H12O4, with ωB97M-V with the def2-TZVPD basis set.

The geometry in ORCA input format:
```
! RIJCOSX wB97M-V def2-TZVPD def2/J DEFGRID3
* xyz 0 1
C 2.708 -0.760 -0.251
C 0.942 -1.928 0.295
C 1.770 0.168 0.113
C 0.622 -0.576 0.469
C 1.820 1.692 0.238
C -0.456 1.813 -0.431
C -0.702 -0.003 0.829
C -2.028 -1.229 -0.919
C -2.027 -0.727 0.546
O 2.177 -2.010 -0.186
O 0.577 2.359 0.287
O -0.246 1.482 -1.769
O -0.656 0.702 2.078
H 3.696 -0.838 -0.805
H 0.326 -2.811 0.352
H 2.225 2.051 1.182
H 2.421 2.252 -0.475
H -1.318 2.376 -0.487
H -2.220 -2.248 -0.923
H -1.065 -1.113 -1.416
H -2.782 -0.730 -1.578
H -2.100 -1.537 1.289
H -2.977 -0.097 0.772
H 0.760 1.199 -1.787
H -1.466 0.512 2.578
*
```

relative energy (zero: lowest compared OMol25 entry of this formula, charge and spin)	395.6	kJ/mol
HOMO-LUMO gap	8.0	eV

Computed, not measured: one molecule with the formula C9H12S, with ωB97M-V with the def2-TZVPD basis set.

The geometry in ORCA input format:
```
! RIJCOSX wB97M-V def2-TZVPD def2/J DEFGRID3
* xyz 0 3
C 1.934 0.878 0.101
C 0.686 0.691 0.550
C 0.618 -0.926 -1.258
C -0.783 -0.322 -0.980
C -1.575 -0.749 0.294
C 1.396 -0.473 -0.021
C -0.656 0.786 0.173
C 2.177 -1.572 0.793
C -1.370 2.076 0.338
S -3.297 -0.622 0.184
H 2.610 1.573 -0.187
H 0.485 -2.005 -1.511
H 1.102 -0.497 -2.218
H -1.218 0.009 -1.887
H -1.149 -1.440 1.067
H 2.072 -1.352 1.837
H 3.251 -1.457 0.530
H 1.846 -2.562 0.352
H -1.044 2.629 1.215
H -2.456 2.042 0.337
H -1.076 2.769 -0.578
H -3.552 0.524 0.870
*
```

<S²>	2.01
relative energy (zero: lowest compared OMol25 entry of this formula, charge and spin)	302.5	kJ/mol
HOMO-LUMO gap (alpha / beta)	6.3 / 7.3	eV

Computed, not measured: an isolated ion of composition C9H12S2Si and charge -2, with ωB97M-V with the def2-TZVPD basis set.

The geometry in ORCA input format:
```
! RIJCOSX wB97M-V def2-TZVPD def2/J DEFGRID3
* xyz -2 1
C 1.929 -2.428 0.415
C 0.608 -1.865 0.233
C 3.145 -1.798 0.155
C 0.348 -0.546 0.119
C 3.292 -0.365 -0.039
C 2.272 0.516 0.022
C -2.867 -0.547 -0.647
C -1.016 1.883 -1.217
C -1.752 1.451 1.527
Si -1.186 0.355 -0.102
S 4.812 0.188 -0.563
S 2.192 2.123 0.175
H 1.831 -3.491 0.360
H -0.202 -2.676 0.405
H 4.057 -2.422 0.009
H -3.662 0.107 -0.630
H -2.877 -1.230 -1.477
H -3.237 -1.255 0.255
H 0.061 2.106 -1.310
H -1.153 1.727 -2.317
H -1.381 2.848 -0.895
H -0.794 2.094 1.628
H -2.464 2.309 1.347
H -1.956 0.916 2.549
*
```

relative energy (zero: lowest compared OMol25 entry of this formula, charge and spin)	269.7	kJ/mol
HOMO-LUMO gap	4.3	eV

Computed, not measured: C9H13B2F10N5O8S2V as an isolated structure, with ωB97M-V with the def2-TZVPD basis set.

The geometry in ORCA input format:
```
! RIJCOSX wB97M-V def2-TZVPD def2/J DEFGRID3
* xyz -3 3
O 0.394 0.102 0.790
V 0.498 -0.365 -0.736
B 0.894 -2.050 -3.278
F 0.438 -1.793 -4.522
F 1.192 -0.920 -2.523
F 0.014 -2.864 -2.569
F 2.096 -2.749 -3.430
B 0.507 -3.258 0.529
F -0.383 -2.710 1.392
F 1.325 -4.066 1.278
F -0.238 -4.025 -0.341
F 1.101 -2.273 -0.192
N 0.074 1.476 -1.600
S -0.498 2.031 -2.854
O 0.418 2.392 -3.925
O -1.878 2.561 -2.827
F -0.925 0.549 -3.412
S 0.649 3.031 -1.269
O -0.337 4.093 -1.105
O 1.945 3.404 -1.740
F 1.137 2.833 0.239
O -3.707 -0.752 -1.272
C -2.695 -1.610 -1.287
O -1.547 -1.248 -0.923
O -2.826 -2.786 -1.652
H -3.201 -0.080 -0.808
C 5.144 1.476 -0.570
C 3.799 0.805 -0.766
N 2.754 0.265 -0.899
H 5.877 0.821 -0.098
H 4.967 2.291 0.131
H 5.622 1.792 -1.498
C -1.902 -0.970 3.541
C -3.217 -1.336 2.919
N -4.246 -1.597 2.431
H -2.062 -0.409 4.462
H -1.418 -0.320 2.813
H -1.180 -1.758 3.754
C -3.966 3.167 0.076
C -2.948 2.258 0.650
N -2.169 1.580 1.093
H -4.756 2.436 -0.093
H -3.769 3.728 -0.838
H -4.339 3.892 0.800
C 2.154 -1.319 2.840
C 2.348 -0.914 4.274
N 2.516 -0.613 5.373
H 1.071 -1.386 2.738
H 2.683 -2.262 2.698
H 2.591 -0.547 2.207
*
```

<S²>	2.04
HOMO-LUMO gap (alpha / beta)	3.5 / 5.3	eV

Computed, not measured: C9H13BF3O13PPd as an isolated structure, with ωB97M-V with the def2-TZVPD basis set.

The geometry in ORCA input format:
```
! RIJCOSX wB97M-V def2-TZVPD def2/J DEFGRID3
* xyz -2 3
Pd -1.337 0.412 -1.214
B -0.508 2.485 -2.019
H -1.557 2.624 -1.811
H -0.101 3.272 -2.636
H 0.022 2.390 -1.084
H -0.473 1.541 -2.539
P -3.803 1.064 -2.437
O -5.076 0.307 -2.971
O -3.958 2.574 -2.758
O -2.405 0.743 -3.021
O -3.354 0.862 -0.958
C -1.142 1.976 3.970
C -0.138 2.899 3.351
O -0.338 2.602 1.938
C -0.639 1.291 1.865
O -0.738 0.645 0.895
O -1.092 0.868 3.047
F 0.989 2.288 3.851
H -2.134 2.418 3.868
H -0.951 1.790 5.027
H -0.247 3.889 3.793
C 3.769 0.310 -0.304
C 3.942 0.774 -1.684
O 2.759 0.303 -2.303
C 1.914 -0.113 -1.425
O 0.777 -0.403 -1.618
O 2.407 -0.044 -0.223
F 4.944 0.057 -2.201
H 4.013 1.038 0.470
H 4.347 -0.588 -0.084
H 4.256 1.817 -1.675
C -0.836 -5.048 0.445
C 0.533 -4.333 0.545
O 0.171 -3.066 0.045
C -1.079 -2.920 -0.033
O -1.553 -1.788 -0.366
O -1.721 -3.969 0.325
F 1.324 -5.098 -0.347
H -1.086 -5.742 1.248
H -0.929 -5.632 -0.471
H 1.028 -4.497 1.502
*
```

<S²>	2.01
relative energy (zero: lowest compared OMol25 entry of this formula, charge and spin)	543.7	kJ/mol
HOMO-LUMO gap (alpha / beta)	2.1 / 2.0	eV

In the order shown, the computed total energy values come out to -973.91930, -650.95031, -748.01661, -1435.85020, -4015.57470, -2122.33647 a.u..